No. 1
Here is a gas-phase ion, C5H11N2O (charge +1) at a distorted geometry from the Open Molecules 2025 dataset. Energies are from ωB97M-V with the def2-TZVPD basis set.

Geometry as XYZ:
```
19
Properties=species:S:1:pos:R:3:forces:R:3:mulliken_charge:R:1
C -1.625197 2.608689 0.573442 -0.124 1.634 -0.094 -0.342
N -0.990579 1.593028 0.246909 1.985 -1.308 -0.237 -0.244
C -1.359969 0.605537 -0.723351 0.180 -3.352 1.460 -0.671
C -0.105612 -0.556721 -0.967487 -4.636 0.515 -1.330 -1.021
C 0.579781 -1.026128 0.277339 -1.074 -0.570 1.536 0.152
N 1.581302 -0.080412 0.774442 -0.217 2.338 0.083 -0.268
C 1.273872 -2.358128 -0.074810 2.545 -1.054 2.454 -0.133
O 2.408125 -2.719891 0.273354 -2.890 1.891 -0.992 -0.444
H -1.128735 3.275129 1.282187 -0.395 -0.116 0.153 0.242
H -2.544884 2.985337 0.122147 -0.184 -0.325 -0.050 0.263
H -1.749363 0.953633 -1.682597 0.152 0.036 0.121 0.441
H -2.141674 -0.054160 -0.173483 0.911 1.035 -1.231 0.347
H -0.735415 -1.460920 -1.522623 1.951 2.195 1.536 0.359
H 0.594878 -0.157113 -1.684253 0.370 0.031 -0.304 0.425
H -0.078376 -1.062870 1.245282 0.389 -0.775 -2.154 0.420
H 1.887101 -0.404994 1.705219 0.298 0.549 -0.488 0.374
H 1.188156 0.934385 0.768749 0.060 -1.827 0.496 0.335
H 2.340343 -0.041530 0.121789 1.185 -0.190 -0.209 0.369
H 0.606246 -3.032870 -0.562256 -0.506 -0.707 -0.751 0.393
```
Positions in Å, forces in eV/Å.

- max |F| (eV Å⁻¹) = 4.85
- net charge = +1
- calculated total energy (Ha) = -381.53805
- energy above the lowest of the compared OMol25 structures with the same formula, charge and spin (kcal per mole) = 79.0
- HOMO-LUMO gap (eV) = 9.9

---

No. 2
Here is a gas-phase ion, C5H11N2O (charge +1) at a distorted geometry from the Open Molecules 2025 dataset. Energies are from ωB97M-V with the def2-TZVPD basis set.

Geometry as XYZ:
```
19
Properties=species:S:1:pos:R:3:forces:R:3:mulliken_charge:R:1
C 0.937460 -1.109975 2.518937 0.544 -0.707 1.281 -0.309
N 0.421675 -0.526923 1.539606 0.807 -0.065 -0.318 -0.319
C 1.368036 0.228860 0.668591 -1.487 -1.858 -0.229 -0.820
C 0.838839 0.277222 -0.753650 -0.189 0.505 -0.457 -0.801
C -0.609727 0.697417 -1.004383 -0.516 -0.905 1.000 -0.067
N -1.534548 0.039334 0.005197 -0.747 0.311 -0.788 -0.227
C -1.140351 0.241611 -2.377800 -0.015 0.367 0.470 0.046
O -2.165716 -0.375137 -2.446190 0.055 -0.107 -0.163 -0.467
H 0.357054 -1.653629 3.264822 -0.367 0.090 -0.337 0.256
H 2.007547 -1.126559 2.753864 0.042 0.221 -0.330 0.237
H 2.349223 -0.231325 0.630895 0.243 0.043 0.235 0.479
H 1.395785 1.169788 1.117705 0.393 1.815 0.420 0.367
H 1.416692 1.032926 -1.247075 0.612 0.245 -0.622 0.395
H 1.010449 -0.665484 -1.268894 0.086 -0.176 0.074 0.404
H -0.828977 1.760563 -0.898253 0.449 0.133 -0.133 0.350
H -1.795043 0.694024 0.728078 -0.387 0.321 0.105 0.362
H -1.125544 -0.716441 0.559540 0.733 -0.197 -0.059 0.365
H -2.340031 -0.290835 -0.538415 -0.369 0.024 0.018 0.368
H -0.562823 0.554563 -3.252574 0.111 -0.061 -0.167 0.382
```
Positions in Å, forces in eV/Å.

- max |F| (eV Å⁻¹) = 2.39
- net charge = +1
- calculated total energy (Ha) = -381.58607
- energy above the lowest of the compared OMol25 structures with the same formula, charge and spin (kcal per mole) = 48.9
- HOMO-LUMO gap (eV) = 11.1

---

No. 3
Here is a gas-phase ion, C5H11N2O (charge +1) at a distorted geometry from the Open Molecules 2025 dataset. Energies are from ωB97M-V with the def2-TZVPD basis set.

Geometry as XYZ:
```
19
Properties=species:S:1:pos:R:3:forces:R:3:mulliken_charge:R:1
C 2.892812 -0.541254 0.241232 0.080 0.182 -0.036 -0.321
N 1.708034 -0.170644 0.016002 -0.108 -0.535 0.212 -0.352
C 0.924693 0.462888 1.076228 0.459 0.596 0.330 -0.751
C -0.384050 0.961256 0.502386 0.498 0.159 -0.140 -0.773
C -1.193494 -0.198526 -0.049114 -0.280 0.942 0.388 0.114
N -0.591335 -0.638452 -1.333267 0.226 -0.813 -0.182 -0.274
C -2.669443 0.087358 -0.316186 0.200 0.192 -0.173 -0.178
O -3.270317 -0.614315 -1.074884 -0.194 -0.036 -0.157 -0.433
H 3.433275 -1.030384 -0.554037 0.155 -0.126 -0.175 0.262
H 3.434247 -0.382735 1.173362 -0.132 0.078 0.161 0.281
H 1.444485 1.338698 1.485298 0.147 -0.253 0.001 0.459
H 0.730427 -0.220007 1.912410 0.140 -0.069 -0.173 0.387
H -0.871044 1.545395 1.285947 -0.463 -0.247 -0.210 0.408
H -0.125270 1.650292 -0.311563 -0.270 0.104 0.082 0.324
H -1.136510 -1.025201 0.657075 -0.064 -0.285 -0.078 0.391
H -1.203256 -1.317784 -1.799828 -0.028 0.155 -0.048 0.349
H 0.342687 -1.024076 -1.118575 0.173 0.008 0.062 0.369
H -0.365851 0.136893 -1.958264 -0.402 0.130 -0.019 0.357
H -3.100093 0.980595 0.165786 -0.139 -0.183 0.153 0.382
```
Positions in Å, forces in eV/Å.

- max |F| (eV Å⁻¹) = 1.06
- net charge = +1
- calculated total energy (Ha) = -381.59032
- energy above the lowest of the compared OMol25 structures with the same formula, charge and spin (kcal per mole) = 46.2
- HOMO-LUMO gap (eV) = 10.8